A structure of composition C5H11N3 at a distorted geometry. Source: the Open Molecules 2025 dataset; level of theory: the ωB97M-V functional and the def2-TZVPD basis.

```
19
Properties=species:S:1:pos:R:3:mulliken_charge:R:1
H 3.864 1.218 -1.383 0.2463
C -0.100 -1.876 -0.308 -0.9641
H -2.213 0.759 -0.112 0.3008
C 1.927 1.287 -1.408 0.4426
C -1.443 1.456 -0.446 -0.9617
H -0.617 0.193 2.276 0.2730
H -0.402 -1.478 2.803 0.3676
N -0.207 0.706 -0.607 0.2005
H -1.773 1.927 -1.378 0.3213
H -1.321 2.240 0.307 0.2787
N 3.024 1.189 -1.947 -0.5844
H -0.287 -0.549 -0.969 0.3891
H -1.033 -2.431 -0.289 0.2931
C -0.682 -0.846 1.952 -1.2189
H 0.692 -2.380 -0.850 0.3272
H 1.261 -0.782 0.933 0.2420
N 0.788 1.561 -1.083 -0.6841
C 0.238 -1.122 0.815 0.4333
H -1.717 -1.073 1.696 0.2978
```

For the LUMO energy (alpha / beta), the calculation gives 0.688 / 0.688 eV. The energy is -361.20477 Ha. Its net charge is 0. Its HOMO energy (alpha / beta) is -7.9 / -7.9 eV. Its energy relative to the best compared isomer or geometry (same formula, charge and spin) is 115.9 kcal/mol. The gap between HOMO and LUMO (alpha / beta) is 8.620 / 8.620 eV.